C6H12 | ωB97M-V with the def2-TZVPD basis set

XYZ file:
```
18
Properties=species:S:1:pos:R:3:forces:R:3:mulliken_charge:R:1
C -1.52966 1.83909 -0.67668 -0.022 0.061 -0.006 -1.279
C -1.24077 0.43747 -0.14575 -0.029 -0.050 0.010 -0.199
C 0.53533 -1.79156 -0.00404 0.342 0.218 0.121 -0.364
C 1.75606 -1.48193 -0.78921 -0.096 0.079 0.003 -0.870
C 0.46364 -0.97371 1.23864 -0.081 -0.142 -0.004 -0.433
C -0.02525 0.43278 0.78901 0.031 0.152 -0.070 -0.702
H -1.64723 2.56176 0.14035 0.000 -0.117 -0.097 0.307
H -2.44437 1.85974 -1.27805 0.131 -0.001 0.088 0.360
H -0.70556 2.18906 -1.31057 -0.122 -0.039 0.107 0.330
H -2.11343 0.04059 0.38846 0.122 0.045 -0.072 0.271
H -1.07479 -0.24472 -0.98939 -0.018 0.098 0.126 0.327
H 2.35757 -2.40199 -0.68372 -0.111 0.067 0.006 0.363
H 2.38328 -0.62476 -0.48380 -0.135 -0.140 0.023 0.295
H 1.53026 -1.42998 -1.86149 0.061 -0.072 0.141 0.297
H -0.24139 -1.39020 1.96810 0.084 0.063 -0.153 0.336
H 1.44342 -0.83211 1.72894 -0.105 -0.052 -0.121 0.298
H 0.80690 0.95178 0.29574 -0.115 -0.095 0.034 0.291
H -0.26061 1.01181 1.69099 0.064 -0.075 -0.135 0.372
```
Forces are in eV/Å.

Output
Largest force on an atom (eV/A): 0.423
Frontier orbital gap (eV): 8.38
HOMO level (eV): -8.03
Relative energy (zero: lowest compared OMol25 entry of this formula, charge and spin) (kJ/mol): 372.07